Entry 1:
163
Properties=species:S:1:pos:R:3:lowdin_charge:R:1 method="wB97M-V/def2-TZVPD" smiles=COC[C@H](C)N.COC[C@H](C)N.COC[C@H](C)N.COC[C@H](C)N.COC[C@H](C)N.COCCNCCOC.CCO.CCO.CCO.CCO.CCO.CCO total_energy_ha=-2817.65976 homo_lumo_gap_ha=0.315 homo_ev=-8.2 lumo_ev=0.338
H 5.91 2.64 9.15 0.1208
C 2.36 -0.51 12.82 -0.4137
C -1.45 0.32 6.25 -0.0792
O 1.34 0.84 11.03 -0.2125
H 2.79 -0.58 10.73 0.0997
H -1.98 -7.92 10.71 0.1191
H 5.59 -0.85 13.99 0.0457
C -3.52 0.91 15.17 -0.4020
H -5.29 1.24 14.30 0.0627
C -1.09 -3.13 14.30 -0.2821
H -1.54 -6.15 5.22 0.0868
C -1.03 -5.24 5.54 -0.0974
C 0.52 0.02 17.99 -0.0671
H -0.26 5.81 13.85 0.0813
H -0.12 0.92 4.73 0.1086
C 2.03 0.00 18.40 -0.3184
H 7.05 -0.21 16.61 0.1226
H 3.68 -2.71 6.96 0.1169
H 5.17 0.43 17.06 0.0853
H 5.65 -0.23 10.74 0.0658
H -4.45 -6.59 11.97 0.0789
O 3.43 -4.17 8.30 -0.0944
H -1.33 -0.59 5.66 0.0595
C -2.17 -6.85 10.69 -0.3137
H 4.76 -3.90 15.49 0.0767
H 5.34 -2.84 8.88 0.0892
N -4.40 1.71 14.40 0.0451
H 5.75 -5.42 15.48 0.0841
C 4.79 -4.96 15.24 -0.0535
H 4.04 -5.65 15.63 0.0865
O -1.77 2.54 15.23 -0.1842
H 1.40 0.04 14.59 0.0905
H 5.00 1.27 11.08 0.0675
C -4.57 -6.82 10.91 -0.0444
H -1.30 3.08 9.08 0.0513
H 7.30 0.75 9.42 0.1436
H -1.36 0.54 15.48 0.0924
H -2.07 -3.45 14.64 0.1010
H -3.40 -1.31 15.63 0.0576
H -1.25 -3.15 7.57 0.1195
C -0.47 -3.91 7.45 -0.2061
H 2.60 -0.22 17.49 0.0925
C 2.85 -1.88 13.21 -0.0386
O -3.36 -6.59 10.10 -0.1686
H 5.17 -6.78 13.02 0.1218
H 7.52 5.03 8.82 0.0857
H 2.25 -0.78 19.13 0.1084
H 0.35 -3.44 6.91 0.1144
H 2.54 1.80 18.44 0.0823
H -0.21 3.86 15.90 0.0851
C -3.93 -0.61 14.98 -0.0747
C 4.45 -2.21 8.84 -0.0951
H 0.27 1.05 17.71 0.0524
H 3.60 -6.67 13.62 0.1084
H 2.28 1.16 9.23 0.0846
H 7.04 4.18 7.34 0.0823
H 4.93 2.35 13.04 0.0308
H 4.05 -1.99 9.83 0.0500
H -0.33 -1.26 13.96 0.0124
C 1.92 -0.39 11.36 -0.1993
H 2.33 -2.69 12.70 0.0625
H -4.70 -7.90 10.88 0.0821
C 4.36 -6.06 13.12 -0.2193
H 5.01 3.88 14.12 0.0690
H -2.07 -6.57 11.73 0.1155
H -1.91 -4.81 9.14 0.0978
H 2.36 -2.56 8.22 0.0948
C -0.04 -4.25 8.86 -0.2292
O 5.19 0.25 16.11 -0.0758
H 0.96 0.14 9.04 0.0768
H -5.46 -6.29 10.58 0.0842
C -0.79 -3.82 12.92 -0.0764
H -1.40 0.15 7.32 0.0589
C -1.87 4.66 11.09 -0.1668
C -0.39 5.46 12.83 -0.1001
C 3.08 3.53 13.00 -0.2857
H 8.77 4.32 7.68 0.0916
C 2.96 -6.84 11.05 -0.0675
H -1.56 2.46 11.43 0.1379
H 0.84 0.69 13.27 0.0606
H -1.60 -4.47 5.01 0.0793
H 0.07 -3.30 9.39 0.0979
C 6.48 0.00 15.71 -0.3450
H 2.72 -6.69 10.00 0.0694
O -1.75 5.05 12.51 -0.1824
C 6.43 -1.06 14.64 -0.0762
H 1.28 -1.23 11.09 0.1246
H 2.84 4.51 13.42 0.0977
H -1.61 -3.70 12.21 0.0612
H 0.18 2.15 15.77 0.0617
C -1.11 -6.41 9.75 -0.1883
O -0.98 -5.13 6.95 -0.1883
H 2.96 -4.95 11.89 0.1223
H 6.15 -2.02 15.08 0.0594
C -2.33 2.93 9.40 -0.0874
H 2.05 -7.00 11.63 0.0789
H -0.19 -0.22 18.78 0.0724
H 4.13 2.49 14.59 0.0581
H 6.64 3.47 10.56 0.1266
C 7.09 1.27 10.35 -0.4574
H 3.64 -4.31 9.22 0.0278
H -3.67 1.00 16.25 0.1267
H -4.22 3.33 10.77 0.0606
H -0.31 -3.30 15.05 0.1008
C 6.78 2.70 9.80 -0.1777
H -0.97 4.79 10.50 0.1078
O 2.08 2.54 12.99 -0.1034
H 0.06 -3.31 12.46 0.0415
C 3.39 -2.83 8.01 -0.3521
H 0.96 -4.65 9.00 0.1047
H -0.49 2.20 6.02 0.1063
C 7.79 4.23 8.14 -0.1083
H 3.25 3.74 11.94 0.1042
H -1.39 -6.85 8.79 0.1142
C 1.26 1.03 9.58 -0.0353
H -0.11 -6.75 9.99 0.1114
H 3.19 0.20 12.92 0.1198
H 7.29 -1.22 13.99 0.0844
C -1.98 1.19 14.87 -0.1731
H 4.85 -1.25 8.51 0.0700
N 8.18 1.22 11.24 0.0520
H 1.83 2.24 12.11 0.0454
H 0.24 -0.58 17.13 0.0541
O 7.82 3.05 8.89 -0.2222
H 0.00 -5.20 5.19 0.0868
H 0.22 4.58 12.65 0.0651
C -0.40 2.95 15.33 -0.0874
O 2.30 1.15 19.12 -0.0683
N 4.80 -5.19 10.84 0.0510
H 3.54 -7.75 10.87 0.0781
H -3.06 3.53 8.85 0.0894
H 6.11 0.59 12.21 0.0570
H -3.84 1.94 11.17 0.0600
H -0.21 6.42 12.34 0.0837
N -3.58 2.89 11.42 0.0302
H -0.63 -4.90 12.99 0.0556
H -2.42 1.86 9.18 0.0728
H -4.97 -0.73 15.29 0.0626
H 5.29 -4.54 11.44 0.0765
H -2.57 5.35 10.61 0.1260
H 0.72 1.96 9.41 0.0827
H -1.65 1.07 13.84 0.1124
H -0.04 3.34 14.37 0.0463
C 4.42 3.05 13.71 -0.0511
H 2.77 -2.03 14.29 0.0859
H 5.48 -5.91 10.62 0.0902
H 3.92 -2.01 13.01 0.0626
N 1.22 -0.18 13.62 0.0689
O 4.55 -4.88 13.82 -0.2142
H 7.99 1.74 12.08 0.0795
C 5.95 0.74 11.15 -0.0696
C -0.22 1.17 5.79 -0.3147
H 1.32 0.10 5.92 0.0879
O 0.92 0.76 6.49 -0.0789
H 6.83 0.86 15.14 0.1021
O -1.16 -1.72 14.14 -0.1338
N -1.03 -4.94 9.62 -0.0376
H 8.81 1.71 10.63 0.0732
H -4.04 1.51 13.48 0.0368
C 3.73 -5.69 11.67 -0.3968
H -3.78 -0.93 13.95 0.0672
C -2.20 3.17 10.90 -0.3874
H -2.42 0.75 5.96 0.0700

Entry 2:
16
Properties=species:S:1:pos:R:3:lowdin_charge:R:1 method="wB97M-V/def2-TZVPD" total_energy_ha=-504.52037 homo_lumo_gap_ha=0.366 homo_ev=-9.3 lumo_ev=0.637
C -1.47 0.45 -0.19 -0.5754
O 0.89 0.46 2.20 0.0805
N 0.47 -1.04 -0.81 0.0098
H -0.24 1.69 -1.94 0.0896
H 0.87 2.07 -0.82 0.0955
N 0.63 -1.38 0.58 -0.0229
H 1.38 -0.95 -1.26 0.1120
O -1.96 1.51 -0.54 0.0300
H 2.10 0.30 0.57 0.1328
C 1.18 0.04 1.12 -0.2911
H -0.67 -1.37 0.84 0.1652
N -1.82 -0.57 0.55 0.0883
N 0.55 1.30 -1.42 0.0824
H 0.88 -2.30 0.89 0.1434
H -2.80 -0.53 0.81 0.0811
N 0.02 0.31 -0.58 -0.2214

Entry 3:
12
Properties=species:S:1:pos:R:3:lowdin_charge:R:1 method="wB97M-V/def2-TZVPD" total_energy_ha=-269.26195 homo_lumo_gap_ha=0.341 homo_ev=-9.1 lumo_ev=0.144
C 0.81 -0.43 -1.05 -0.3844
H -1.10 1.58 1.33 0.1050
H 0.59 0.58 -1.46 0.1381
H 1.38 1.59 0.91 0.0856
C -1.29 -0.32 0.22 -0.0965
C -0.53 -0.97 -0.69 -0.0325
C -0.58 0.72 0.93 -0.1469
O 1.87 -1.00 -1.19 0.0149
H -0.89 -1.76 -1.35 0.1139
H 1.32 -0.23 1.11 0.0903
H -2.37 -0.44 0.31 0.1055
C 0.78 0.69 0.93 0.0070

Entry 4:
58
Properties=species:S:1:pos:R:3:lowdin_charge:R:1 method="wB97M-V/def2-TZVPD" charge=+1 total_energy_ha=-6782.89767 homo_lumo_gap_ha="0.220 / 0.220" homo_ev="-11.2 / -11.2" lumo_ev="-5.214 / -5.215"
H -0.63 -0.96 -3.28 0.1086
N -0.12 -3.59 0.36 -0.0707
C -0.03 4.70 2.33 -0.0369
H -4.60 2.78 -0.67 0.1185
C -0.84 0.67 3.73 -0.7490
C 4.50 -4.02 2.72 -0.6972
C -1.69 -1.12 -1.41 -0.3739
C 3.50 -3.56 3.57 -0.7029
C 2.50 -2.78 3.01 -0.6771
H -1.16 2.10 -2.46 0.1105
Cl 5.76 -5.00 3.34 0.7300
H -2.94 -1.53 0.30 0.0765
Cl 1.23 -2.11 3.99 0.7287
C -2.82 1.56 -0.46 -0.0727
H 0.37 5.56 2.86 0.1205
C -1.03 2.43 0.92 -0.2004
H 0.18 3.14 -4.24 0.1145
C 0.21 2.43 1.58 -0.4661
C 0.44 0.80 -1.80 -0.3769
Cl 3.49 -3.93 5.24 0.7395
C -1.57 1.41 0.08 -0.3435
N -0.45 1.52 4.39 0.1127
C 2.51 1.02 -3.00 -0.0526
C -2.19 -2.42 -3.38 -0.0498
Cl 5.72 -4.22 0.32 0.7211
H 3.54 0.71 -3.15 0.1156
H 2.53 2.45 -4.59 0.1148
C -1.43 -1.45 -2.74 -0.0615
H -3.21 0.80 -1.12 0.1072
C -1.80 3.61 1.09 -0.1382
C -3.21 -3.06 -2.70 -0.0516
C -0.13 1.79 -2.61 -0.0667
O -0.37 -3.19 1.52 -0.2668
C -1.29 4.72 1.80 0.0004
O 0.49 -2.65 -0.25 -0.3027
H -1.98 -2.67 -4.41 0.1147
C 3.43 -2.88 0.87 -0.6746
W 0.59 -1.27 1.33 0.7432
C 1.94 1.99 -3.81 -0.0523
Cl 3.47 -2.44 -0.80 0.7349
C 1.76 0.42 -2.00 -0.1368
H -3.80 -3.82 -3.20 0.1146
C 0.62 2.38 -3.61 -0.0514
C 4.47 -3.67 1.37 -0.6955
I 1.84 0.94 1.60 1.2796
H -4.28 -3.24 -0.84 0.1160
H -3.66 4.62 0.70 0.1257
P -0.59 0.01 -0.53 0.9479
C 2.40 -2.43 1.68 -0.3846
C 0.72 3.52 2.24 -0.1815
H -1.92 5.60 1.90 0.1257
C -2.72 -1.78 -0.73 -0.1147
H 1.68 3.47 2.74 0.0845
C -3.10 3.71 0.53 -0.0001
Se -1.45 -0.70 2.65 0.7248
H 2.20 -0.34 -1.38 0.0052
C -3.62 2.70 -0.22 -0.0339
C -3.48 -2.74 -1.38 -0.0533